2 unconnected molecules or ions with the total composition C2O4 in a non-equilibrium geometry. Source: OMol25; level of theory: the ωB97M-V functional and the def2-TZVPD basis.

Highest occupied orbital energy: -13.1 eV
Net charge: 0
Total energy: -377.24293 Eh
LUMO level: 0.2 eV
Energy above the lowest of the compared OMol25 structures with the same formula, charge and spin: 3.4 kcal per mole
SMILES: O=C=O.O=C=O

Last column: natural (NBO) charge in e.
Atoms and positions in Å:
O1 1.98104 -0.21400 -1.50177  -0.512
C1 1.67840 0.65386 -0.81609  1.013
O2 1.57650 1.52083 -0.08702  -0.501
O3 -1.73016 0.47029 1.04554  -0.509
C2 -1.78564 -0.65236 0.79561  1.018
O4 -1.72013 -1.77861 0.56372  -0.509

Atoms 1-2, force components in eV/Å:
-0.380 -1.322 -1.214
1.443 -0.648 -0.280

---

2 unconnected molecules or ions with the total composition C2O4S in a non-equilibrium geometry. Source: OMol25; level of theory: the ωB97M-V functional and the def2-TZVPD basis.

Highest occupied orbital energy: -9.4 eV
Net charge: 0
Total energy: -775.25272 Eh
LUMO level: -0.7 eV
Energy above the lowest of the compared OMol25 structures with the same formula, charge and spin: 41.6 kcal per mole
SMILES: O=S1#CO1.O=C=O

Last column: natural (NBO) charge in e.
Atoms and positions in Å:
O1 -0.74249 1.69527 1.94748  -0.856
S1 0.44621 0.97081 2.25447  1.165
C1 1.27827 0.56242 0.64593  0.218
O2 0.50651 -0.37280 0.91398  -0.528
O3 0.57669 -1.04408 -1.56235  -0.509
C2 -0.49655 -0.89483 -1.90207  1.019
O4 -1.56863 -0.91679 -2.29745  -0.509

Atoms 1-2, force components in eV/Å:
-1.529 1.488 -0.211
0.610 -1.454 1.072